Computed, not measured: 15 unconnected molecules or ions with the total composition C58H136O42P6 in a non-equilibrium geometry, with the ωB97M-V functional and the def2-TZVPD basis.

Last column: Mulliken charge in e.
CARTESIAN COORDINATES (ANGSTROEM)
C1 -0.932 7.012 6.436  -0.2932
C2 -1.555 6.861 7.644  -0.8499
C3 -2.653 5.966 7.701  0.8350
C4 -3.099 5.245 6.541  -0.7089
C5 -2.452 5.522 5.323  -0.4102
C6 -1.425 6.416 5.253  0.2300
O1 -0.689 6.489 4.116  -0.4985
O2 -3.263 5.738 8.891  -0.5310
H1 -0.071 7.657 6.347  0.3200
H2 -1.169 7.372 8.513  0.4255
H3 -3.877 4.497 6.506  0.3905
H4 -2.645 4.884 4.473  0.4922
H5 -0.126 7.264 4.053  0.3000
H6 -4.122 5.359 8.689  0.2975
C7 -7.130 3.676 -0.375  -0.4027
C8 -7.260 3.486 1.020  -0.7075
C9 -6.905 4.526 1.847  0.5070
C10 -6.306 5.677 1.350  -0.3005
C11 -6.263 5.903 -0.022  -0.5782
C12 -6.656 4.909 -0.909  0.4496
O3 -6.663 5.271 -2.278  -0.5003
O4 -6.814 4.317 3.137  -0.5134
H7 -7.508 2.971 -1.101  0.3525
H8 -7.840 2.648 1.379  0.4215
H9 -5.809 6.430 1.944  0.3672
H10 -5.709 6.727 -0.448  0.3506
H11 -6.626 4.464 -2.796  0.2296
H12 -7.104 5.063 3.668  0.3242
C13 -5.139 -5.040 1.460  -0.7196
O5 -6.502 -5.316 1.393  -0.3264
P1 -6.934 -6.844 1.920  1.0684
O6 -6.069 -7.917 1.355  -0.6814
O7 -6.925 -6.705 3.540  -0.2397
C14 -7.200 -7.789 4.384  -0.6624
O8 -8.496 -6.928 1.530  -0.2883
C15 -8.914 -7.585 0.370  -0.6991
H13 -4.405 -5.846 1.472  0.3424
H14 -4.958 -4.418 2.337  0.2637
H15 -4.907 -4.506 0.538  0.2562
H16 -8.139 -7.541 4.879  0.2522
H17 -6.373 -7.888 5.088  0.2359
H18 -7.323 -8.721 3.831  0.3278
H19 -8.271 -8.364 -0.040  0.3369
H20 -9.130 -6.929 -0.474  0.2848
H21 -9.916 -7.948 0.601  0.2486
C16 -4.303 -3.393 -4.563  -0.7041
O9 -4.029 -2.700 -5.791  -0.1362
P2 -4.170 -3.427 -7.260  0.8956
O10 -5.521 -3.814 -7.681  -0.6863
O11 -2.906 -4.544 -7.189  -0.1889
C17 -3.132 -5.874 -7.345  -0.7313
O12 -3.481 -2.367 -8.328  -0.3727
C18 -2.180 -1.899 -8.073  -0.4204
H22 -4.188 -2.654 -3.770  0.2443
H23 -3.511 -4.129 -4.421  0.2809
H24 -5.284 -3.862 -4.484  0.3147
H25 -2.213 -6.100 -7.886  0.2429
H26 -4.015 -6.081 -7.950  0.3324
H27 -3.114 -6.550 -6.490  0.2741
H28 -2.280 -1.016 -7.442  0.1759
H29 -1.711 -1.619 -9.017  0.2533
H30 -1.623 -2.724 -7.629  0.2202
C19 10.030 -1.945 3.632  -0.7790
O13 8.749 -2.166 3.334  -0.1538
P3 8.095 -3.641 3.341  0.9772
O14 6.797 -3.643 2.619  -0.5676
O15 9.306 -4.598 2.781  -0.3007
C20 9.351 -5.998 3.018  -0.6318
O16 7.978 -3.989 4.905  -0.3643
C21 7.240 -3.248 5.870  -0.6899
H31 10.684 -2.811 3.736  0.3113
H32 10.084 -1.525 4.636  0.2922
H33 10.422 -1.200 2.940  0.2457
H34 10.244 -6.313 3.558  0.2416
H35 9.446 -6.425 2.019  0.2342
H36 8.401 -6.285 3.468  0.3186
H37 6.921 -2.248 5.576  0.2768
H38 7.988 -3.065 6.642  0.2855
H39 6.413 -3.713 6.408  0.3042
C22 3.192 -6.432 2.412  -0.6570
O17 3.198 -7.695 1.787  -0.3470
P4 3.603 -7.894 0.257  0.8159
O18 3.486 -9.329 -0.128  -0.7005
O19 2.600 -6.807 -0.480  -0.1137
C23 1.261 -7.171 -0.663  -0.7884
O20 5.028 -7.138 0.114  -0.1018
C24 5.822 -7.240 -1.082  -0.7159
H40 4.016 -6.345 3.120  0.2770
H41 2.273 -6.234 2.963  0.2993
H42 3.323 -5.592 1.731  0.2915
H43 0.523 -6.432 -0.351  0.2999
H44 0.964 -8.143 -0.269  0.3221
H45 1.024 -7.222 -1.726  0.2691
H46 6.872 -7.468 -0.898  0.2499
H47 5.574 -6.267 -1.507  0.2858
H48 5.493 -8.081 -1.692  0.3166
C25 0.850 1.032 2.170  -0.8171
O21 -0.126 0.093 1.670  -0.3163
P5 -0.346 -0.040 0.097  1.0087
O22 -1.390 -1.047 -0.298  -0.7021
O23 -0.627 1.462 -0.375  -0.1687
C26 -1.636 2.296 0.124  -0.8369
O24 1.134 -0.345 -0.468  -0.1737
C27 1.836 -1.476 -0.082  -0.8477
H49 0.265 1.747 2.748  0.3268
H50 1.320 1.644 1.400  0.3452
H51 1.621 0.526 2.752  0.3185
H52 -1.226 3.254 0.444  0.2752
H53 -2.108 1.902 1.024  0.3287
H54 -2.309 2.646 -0.658  0.3339
H55 1.324 -2.171 0.584  0.3575
H56 2.862 -1.240 0.201  0.2808
H57 2.004 -2.073 -0.978  0.2749
C28 -3.679 -2.257 10.736  -0.7277
O25 -3.988 -1.195 9.814  -0.2987
P6 -4.038 -1.629 8.198  1.0204
O26 -2.980 -2.554 7.728  -0.6460
O27 -5.612 -2.115 7.862  -0.3386
C29 -6.036 -3.360 8.240  -0.6676
O28 -3.935 -0.168 7.433  -0.3041
C30 -4.103 -0.007 6.019  -0.5938
H58 -3.163 -3.136 10.350  0.3629
H59 -4.586 -2.603 11.232  0.2993
H60 -3.071 -1.795 11.513  0.2626
H61 -5.271 -4.038 8.619  0.3377
H62 -6.481 -3.777 7.337  0.2525
H63 -6.724 -3.230 9.076  0.2536
H64 -3.104 0.032 5.584  0.2573
H65 -4.598 0.912 5.707  0.2464
H66 -4.601 -0.871 5.578  0.2818
C31 4.969 5.348 -0.526  -0.7804
O29 5.782 4.472 0.235  -0.2457
C32 6.071 4.915 1.507  -0.5405
C33 7.182 4.050 2.071  -0.6245
O30 6.738 2.956 2.859  -0.3665
C34 6.184 1.825 2.218  -0.6027
H67 5.262 6.388 -0.383  0.3089
H68 3.959 5.245 -0.128  0.3071
H69 4.885 5.223 -1.606  0.2501
H70 5.168 4.938 2.117  0.3568
H71 6.360 5.966 1.504  0.5164
H72 7.754 4.663 2.768  0.2970
H73 7.938 3.738 1.350  0.3406
H74 5.873 1.155 3.019  0.2716
H75 6.762 1.296 1.461  0.2543
H76 5.282 2.118 1.680  0.2557
C35 9.505 -4.071 -3.811  -0.6400
O31 10.013 -4.239 -2.448  -0.4173
C36 10.310 -3.001 -1.833  -0.5562
C37 9.091 -2.014 -1.756  -0.4242
O32 8.998 -1.146 -2.874  -0.3619
C38 7.719 -0.490 -2.747  -0.6665
H77 9.812 -3.223 -4.424  0.3010
H78 8.426 -3.966 -3.700  0.1797
H79 9.818 -4.963 -4.354  0.3125
H80 11.100 -2.503 -2.397  0.3254
H81 10.785 -3.212 -0.875  0.3639
H82 9.090 -1.374 -0.874  0.4267
H83 8.135 -2.527 -1.654  0.3413
H84 7.646 0.152 -1.869  0.2773
H85 6.895 -1.203 -2.715  0.2686
H86 7.542 0.118 -3.634  0.2780
C39 -2.264 4.679 -7.585  -0.7182
O33 -1.606 3.740 -6.798  -0.1991
C40 -0.198 3.903 -6.786  -0.5857
C41 0.436 2.972 -5.802  -0.1945
O34 1.879 3.162 -5.657  -0.3904
C42 2.459 2.453 -4.511  -0.6500
H87 -2.031 5.709 -7.313  0.2926
H88 -3.310 4.373 -7.621  0.1673
H89 -1.974 4.520 -8.624  0.3460
H90 0.126 4.923 -6.579  0.3552
H91 0.195 3.691 -7.781  0.2904
H92 0.227 1.943 -6.093  0.2432
H93 -0.026 3.138 -4.828  0.2344
H94 1.985 2.693 -3.559  0.2689
H95 3.481 2.798 -4.356  0.2888
H96 2.520 1.371 -4.624  0.2605
C43 1.534 0.541 11.826  -0.7012
O35 1.619 1.185 10.569  -0.2746
C44 1.555 0.381 9.444  -0.4565
C45 1.504 1.362 8.194  -0.5267
O36 2.661 2.268 8.150  -0.3101
C46 2.559 3.239 7.128  -0.7171
H97 0.621 -0.052 11.872  0.2233
H98 1.621 1.210 12.682  0.2481
H99 2.466 -0.010 11.948  0.3125
H100 0.695 -0.281 9.548  0.3433
H101 2.417 -0.278 9.339  0.3082
H102 0.590 1.955 8.229  0.2942
H103 1.267 0.796 7.293  0.4044
H104 1.598 3.752 7.174  0.3182
H105 2.709 2.880 6.110  0.2646
H106 3.285 4.020 7.354  0.2742
C47 -8.988 3.473 -9.872  -0.6968
O37 -8.565 2.516 -8.952  -0.3276
C48 -8.100 3.087 -7.767  -0.4117
C49 -7.504 2.127 -6.721  -0.4361
O38 -6.567 2.805 -5.844  -0.2784
C50 -5.617 1.854 -5.368  -0.7724
H107 -8.879 3.095 -10.888  0.2463
H108 -8.354 4.360 -9.907  0.3256
H109 -10.034 3.636 -9.613  0.2709
H110 -8.841 3.638 -7.188  0.2644
H111 -7.292 3.776 -8.015  0.2719
H112 -7.025 1.366 -7.338  0.3671
H113 -8.315 1.713 -6.123  0.2576
H114 -6.161 0.942 -5.120  0.3982
H115 -5.104 2.196 -4.470  0.2602
H116 -4.880 1.646 -6.144  0.2640
C51 -3.313 11.175 -4.178  -0.7114
O39 -3.122 10.337 -2.965  -0.3241
C52 -1.760 10.227 -2.636  -0.5250
C53 -1.472 8.923 -1.807  -0.5264
O40 -1.194 7.750 -2.602  -0.3668
C54 -2.276 7.294 -3.327  -0.4364
H117 -2.736 10.741 -4.995  0.3232
H118 -3.085 12.238 -4.101  0.3005
H119 -4.388 11.196 -4.355  0.2402
H120 -1.475 11.135 -2.106  0.4394
H121 -1.153 10.128 -3.536  0.3560
H122 -2.301 8.785 -1.113  0.3030
H123 -0.564 9.077 -1.224  0.3370
H124 -2.379 7.925 -4.210  0.1493
H125 -3.175 7.267 -2.712  0.2424
H126 -2.043 6.285 -3.666  0.1983
C55 1.517 -4.749 -5.291  -0.4749
O41 2.696 -5.508 -5.104  -0.4626
C56 3.922 -5.174 -5.769  -0.4708
C57 4.359 -3.694 -5.469  -0.4357
O42 3.348 -2.774 -6.012  -0.2364
C58 3.401 -2.591 -7.401  -0.8459
H127 1.500 -4.303 -6.285  0.1977
H128 1.370 -3.901 -4.622  0.2412
H129 0.599 -5.319 -5.148  0.2434
H130 3.776 -5.226 -6.848  0.3221
H131 4.815 -5.777 -5.600  0.4116
H132 5.395 -3.423 -5.670  0.4455
H133 4.219 -3.603 -4.392  0.1664
H134 2.681 -1.804 -7.627  0.2582
H135 3.037 -3.492 -7.893  0.3329
H136 4.427 -2.471 -7.751  0.3026

Computed properties:
**F_max**: 0.097 hartree/bohr
**Energy above the lowest of the compared OMol25 structures with the same formula, charge and spin**: 185.68 kcal/mol
**E_LUMO**: 0.001 Ha